C29H66IN9O9P | ωB97M-V with the def2-TZVPD basis set

Properties
Net charge   -1
F_max   0.0097 Eh/bohr
Frontier orbital gap   4.9 eV
HOMO energy   -3.67 eV
2S+1   1

Last column: Löwdin charge in e.
CARTESIAN COORDINATES (ANGSTROEM)
C  0.186  -3.851  3.257  -0.30
P  -1.385  -3.396  2.413  0.89
C  -1.980  -2.034  3.500  -0.30
C  -2.583  -4.802  2.732  -0.63
C  -2.343  -6.023  1.809  -0.18
C  -1.188  -6.036  0.786  -0.22
C  -1.534  -5.554  -0.641  -0.21
C  -0.877  -4.241  -1.114  -0.30
N  0.039  -4.400  -2.257  -0.02
N  -3.978  -4.358  2.529  -0.46
I  -4.384  -3.209  0.848  0.87
C  -2.620  -5.281  4.262  -0.72
O  -1.935  -4.616  5.063  -0.08
O  -3.359  -6.251  4.485  -0.04
H  0.461  -4.878  3.022  0.03
H  0.974  -3.166  2.935  0.02
H  0.074  -3.793  4.338  0.02
H  -1.832  -1.095  2.965  0.02
H  -1.453  -2.039  4.452  0.03
H  -3.047  -2.122  3.697  0.01
H  -3.270  -6.188  1.255  0.09
H  -2.244  -6.887  2.465  0.10
H  -0.907  -7.088  0.683  0.09
H  -0.295  -5.525  1.147  0.06
H  -2.619  -5.505  -0.761  0.07
H  -1.191  -6.321  -1.340  0.08
H  -0.363  -3.745  -0.294  0.06
H  -1.651  -3.544  -1.442  0.08
H  -0.470  -4.831  -3.018  0.05
H  0.775  -5.050  -2.007  0.02
H  -4.272  -3.798  3.322  0.01
C  -4.718  -0.007  -0.451  -0.42
O  -3.796  0.163  0.320  -0.03
N  -5.202  0.949  -1.270  -0.19
C  -6.300  0.715  -2.182  -0.06
C  -4.582  2.264  -1.223  -0.04
H  -5.254  -0.973  -0.549  0.04
H  -5.982  0.889  -3.212  0.08
H  -7.130  1.390  -1.966  0.09
H  -6.644  -0.314  -2.086  0.08
H  -3.522  2.175  -1.479  0.10
H  -4.652  2.681  -0.223  0.07
H  -5.081  2.923  -1.930  0.06
C  -3.476  5.422  0.357  -0.35
O  -4.431  4.713  0.604  0.01
N  -2.310  5.372  1.025  -0.19
C  -1.199  6.251  0.726  -0.06
C  -2.171  4.384  2.086  -0.03
H  -3.480  6.168  -0.459  0.13
H  -0.323  5.675  0.424  0.07
H  -0.947  6.843  1.611  0.09
H  -1.469  6.929  -0.083  0.08
H  -2.309  3.377  1.690  0.10
H  -2.923  4.548  2.858  0.09
H  -1.178  4.468  2.521  0.08
C  2.031  -8.234  -0.952  -0.35
O  1.054  -7.789  -1.523  0.01
N  3.186  -7.569  -0.764  -0.19
C  4.321  -8.165  -0.085  -0.05
C  3.295  -6.205  -1.252  -0.04
H  2.048  -9.252  -0.522  0.13
H  4.573  -7.588  0.807  0.09
H  5.183  -8.182  -0.751  0.05
H  4.072  -9.182  0.215  0.08
H  2.547  -5.571  -0.775  0.09
H  3.133  -6.170  -2.330  0.09
H  4.288  -5.826  -1.024  0.09
C  2.537  6.141  0.402  -0.37
O  2.118  5.272  -0.338  0.01
N  2.926  5.942  1.674  -0.19
C  3.402  7.021  2.515  -0.06
C  2.858  4.591  2.210  -0.03
H  2.627  7.194  0.078  0.13
H  4.425  6.832  2.842  0.10
H  2.764  7.123  3.396  0.09
H  3.386  7.955  1.960  0.06
H  3.481  3.917  1.624  0.10
H  1.835  4.215  2.173  0.09
H  3.203  4.599  3.241  0.09
C  7.707  -8.816  -2.187  -0.35
O  7.089  -7.810  -1.897  0.00
N  7.747  -9.348  -3.422  -0.20
C  8.496  -10.550  -3.722  -0.06
C  7.006  -8.685  -4.483  -0.04
H  8.293  -9.387  -1.446  0.14
H  9.260  -10.350  -4.476  0.09
H  7.833  -11.333  -4.096  0.09
H  8.984  -10.911  -2.819  0.08
H  7.362  -7.663  -4.613  0.09
H  5.945  -8.641  -4.236  0.09
H  7.139  -9.237  -5.410  0.08
C  3.449  10.660  2.766  -0.37
O  4.587  10.309  3.008  0.01
N  2.601  11.190  3.669  -0.20
C  1.251  11.582  3.323  -0.06
C  3.069  11.367  5.033  -0.04
H  3.003  10.565  1.760  0.13
H  1.101  12.648  3.504  0.09
H  0.524  11.022  3.915  0.09
H  1.070  11.379  2.269  0.08
H  3.938  12.025  5.055  0.09
H  3.363  10.409  5.462  0.09
H  2.271  11.801  5.630  0.09
C  -6.022  3.851  -5.028  -0.34
O  -6.475  3.464  -3.970  0.01
N  -5.107  4.835  -5.142  -0.20
C  -4.590  5.265  -6.423  -0.06
C  -4.627  5.472  -3.926  -0.04
H  -6.321  3.419  -5.998  0.13
H  -3.509  5.120  -6.471  0.09
H  -4.809  6.322  -6.592  0.09
H  -5.054  4.682  -7.217  0.08
H  -4.160  4.737  -3.270  0.08
H  -5.455  5.928  -3.382  0.10
H  -3.899  6.236  -4.189  0.08